{"formula": "C4H4FNOS", "method": "wB97M-V/def2-TZVPD", "elements": ["O", "C", "C", "C", "F", "C", "S", "N", "H", "H", "H", "H"], "xyz": [[2.31769, -1.41700, -0.03102], [1.36176, -0.65930, -0.16287], [-0.00448, -1.21246, -0.37926], [-1.06186, -0.47484, -0.12790], [-2.34338, -1.02748, -0.22195], [-1.09014, 0.98588, 0.30417], [0.28539, 1.85415, -0.40139], [1.46990, 0.67632, -0.01814], [-0.14464, -2.28697, -0.57034], [-2.03161, 1.43863, -0.08847], [-1.12279, 1.08958, 1.38581], [2.36417, 1.03349, 0.31138]], "forces_ev_per_angstrom": [[-0.5, 0.7, -0.1], [0.4, -1.9, 0.0], [0.0, -0.5, 0.0], [-1.9, 0.5, 0.2], [1.7, 0.7, 0.2], [-1.3, -0.5, -0.4], [0.3, -0.2, -0.3], [0.5, 1.3, 0.3], [0.4, 0.7, -0.1], [0.8, -0.2, 0.2], [0.0, -0.2, 0.2], [-0.3, -0.3, -0.1]], "energy_ha": -782.85140, "homo_energy_ev": -9.156, "gap_ev": 9.577, "lumo_ev": 0.4215}